Formula: C5H10O
Source: OMol25
Level of theory: ωB97M-V/def2-TZVPD

For the energy above the lowest of the compared OMol25 structures with the same formula, charge and spin, the calculation gives 92.57 kcal/mol. For the highest occupied orbital energy, the calculation gives -8.363 eV. As for the gap between HOMO and LUMO: 9.120 eV. The charge is 0.

XYZ file:
```
16
C5H10O | OMol25 | ωB97M-V/def2-TZVPD
C -1.43257 -0.39920 0.31588
C -0.37640 -0.90529 -0.88787
C 0.47489 0.01842 -0.17428
C 0.46293 1.43255 -0.66346
C 1.16872 -0.39655 1.05581
O 2.33657 -0.13836 0.43517
H -1.48749 0.65324 0.67127
H -1.24838 -1.00882 1.21200
H -2.37656 -0.62135 -0.13986
H -0.61390 -0.70481 -1.95644
H -0.27303 -1.98006 -0.72161
H -0.17633 1.61879 -1.53937
H 0.20560 2.14689 0.12324
H 1.50294 1.56368 -0.92998
H 0.96114 -1.47338 1.25506
H 0.87189 0.19423 1.94444
```

Mulliken population analysis, charges in e, atoms 1 to 4: -1.018, -0.792, 0.970, -1.343